[1]
{
  "formula": "C32H39N5Sc",
  "method": "ωB97M-V/def2-TZVPD",
  "symbols": ["H", "H", "H", "H", "C", "C", "H", "C", "C", "N", "C", "H", "C", "H", "H", "C", "C", "H", "H", "H", "C", "C", "H", "C", "C", "H", "H", "H", "C", "C", "H", "H", "C", "H", "H", "C", "H", "C", "Sc", "H", "C", "C", "N", "H", "H", "H", "H", "H", "H", "H", "N", "C", "H", "N", "H", "C", "C", "H", "C", "N", "H", "C", "H", "C", "C", "C", "C", "H", "H", "H", "C", "H", "H", "H", "C", "C", "C"],
  "coordinates": [[-4.9625, -0.1868, 0.3161], [0.3194, -3.8167, -0.7060], [0.2060, 2.1095, -5.1230], [-2.8632, -4.2066, 1.9856], [0.6452, 2.2952, 3.2920], [-0.2143, 2.4556, -3.0437], [0.3877, -2.1143, -2.1183], [1.8799, 1.5276, -3.8994], [-1.3359, -2.6649, 0.0200], [3.2605, -2.0686, 0.9793], [4.5736, -2.1831, 0.3674], [0.4547, 3.2023, 2.7236], [1.9885, 0.9268, 4.7127], [-4.0901, -0.3747, -2.1628], [2.2177, -0.9339, -0.4998], [-1.6992, 3.2154, -0.4402], [0.5962, 2.0323, -4.1071], [4.8277, -3.2324, 0.1650], [-2.5419, 1.2023, 2.9741], [2.4840, 2.9730, 4.1734], [2.8847, -2.6265, 2.1959], [-1.5669, 1.3150, 2.4997], [4.5777, -1.6334, -0.5798], [-3.1841, 0.0695, -1.7215], [-2.3525, -2.3726, 0.9812], [3.4238, 1.2155, -2.4389], [3.5665, -3.1713, 2.8259], [0.9064, -2.6143, 3.1739], [-1.3983, -1.6695, -1.0066], [-2.6154, -3.1597, 2.2167], [-3.4904, 1.0096, -1.2473], [3.1502, 0.0612, -4.8261], [-0.6029, -1.6638, -2.2640], [2.1310, 0.9672, -5.9619], [2.8366, 0.7949, 5.3909], [2.3901, 1.5328, -2.5982], [-1.8473, 2.7171, -4.3932], [2.7190, 1.0440, -5.0432], [-0.7887, -0.4719, 1.2075], [-2.3637, 2.6137, -2.7118], [1.5674, -2.3264, 2.3703], [1.6179, 1.9403, -1.5072], [1.1536, -1.5138, 1.3127], [-0.2009, -4.2388, 0.9354], [-5.0289, -1.5576, 1.4316], [-1.1077, -2.2267, -3.0667], [-3.2122, 3.2011, 1.1698], [-0.4439, -0.6377, -2.6260], [-1.5832, 4.0902, -3.3142], [-1.7321, -3.1748, 2.8755], [-1.5120, 1.8499, 1.2697], [-3.1218, -1.2679, 0.4847], [2.1224, 2.9208, 0.3486], [0.0237, -0.0295, 3.6826], [1.7662, 1.1927, 0.5195], [-0.4535, 1.5097, 0.3887], [-2.5445, -0.8542, -0.7510], [1.3034, -1.1090, 4.9527], [-0.2838, 1.2118, 3.2078], [-0.5628, 2.4198, -0.6123], [-3.4466, -2.7292, 2.7870], [0.2896, 2.3442, -1.7389], [3.5570, 1.7243, -5.2368], [-0.5518, -3.9239, -0.0516], [2.1959, -1.4233, 0.4719], [2.2235, 1.9458, -0.1427], [1.1102, -0.1384, 4.4812], [-1.1603, -4.7461, -0.4581], [5.3500, -1.7670, 1.0225], [-2.5086, 0.3102, -2.5496], [-2.3391, 2.8144, 0.6715], [3.2895, 1.7000, -0.2155], [-4.2027, -0.0608, 1.9118], [-1.9136, 4.0418, -1.0983], [-1.5723, 2.9905, -3.3679], [-4.3851, -0.7434, 1.0674], [1.7872, 2.1452, 4.0654]],
  "mulliken_charge": [0.41, 0.35, 0.25, 0.34, -0.52, 1.74, 0.34, 0.70, 0.57, 0.33, -1.01, 0.41, -0.53, 0.29, 0.32, -0.54, -1.06, 0.35, 0.62, 0.40, -0.96, -0.89, 0.29, -1.95, 0.78, 0.32, 0.44, 0.67, 0.96, -1.84, 0.35, 0.34, -1.40, 0.36, 0.33, -1.17, 0.33, -1.65, -1.24, 0.40, -0.90, 1.37, 1.18, 0.35, 0.43, 0.20, 0.53, 0.04, 0.39, 0.18, 0.86, 0.52, 0.36, -0.34, -0.26, -0.35, 1.26, 0.36, 0.27, 0.58, 0.42, 0.01, 0.32, -1.73, -0.53, -1.03, -0.48, 0.35, 0.35, 0.53, -1.10, 0.31, 0.11, 0.65, -2.02, -1.78, -0.68],
  "e_above_lowest_kcal_mol": 26.3,
  "total_charge": -1,
  "fmax_ev_per_a": 3.77,
  "e_tot_ev": -61966.1454
}

=====

[2]
{
  "formula": "C32H40BiBrN2O2S4SbSi",
  "method": "ωB97M-V/def2-TZVPD",
  "symbols": ["Br", "C", "H", "C", "H", "C", "H", "H", "C", "H", "C", "H", "C", "H", "C", "C", "H", "H", "C", "H", "C", "O", "C", "C", "H", "C", "H", "H", "S", "C", "H", "C", "H", "C", "H", "H", "Bi", "H", "C", "Si", "H", "H", "H", "Sb", "C", "C", "C", "S", "C", "O", "H", "H", "H", "H", "H", "C", "C", "C", "H", "H", "H", "H", "N", "H", "S", "H", "C", "S", "H", "H", "H", "C", "C", "H", "H", "C", "C", "C", "H", "H", "C", "H", "N", "C"],
  "coordinates": [[3.6682, 3.4804, -1.1081], [-1.8974, 4.0500, -1.6287], [-1.3435, 4.9835, -1.6989], [2.4171, -3.1640, 3.6355], [-3.3589, 0.8526, -4.3755], [-0.4978, 2.9659, 3.8131], [3.6111, -1.8480, -3.0836], [-2.5626, -0.4243, -5.3157], [3.6829, -0.8281, -2.7068], [-1.7544, 5.2590, 3.3281], [3.6987, 1.7109, -1.7776], [3.2072, -3.7252, 4.1397], [1.4320, 1.5687, 3.8675], [2.1662, 0.9761, 4.4041], [-3.2531, 1.6604, -1.6217], [-1.1547, 2.8909, -1.2240], [1.6114, 1.3196, -1.3018], [0.4048, -4.1002, 5.2820], [-1.0670, -4.1389, 2.3182], [-3.0488, -1.3123, -0.3893], [-1.8759, 1.6581, -1.4583], [-1.2142, 3.9720, 1.7835], [-2.1529, -2.2025, 1.3461], [1.2669, -4.1052, 3.2875], [0.0417, -5.5701, 4.3696], [-3.3119, -1.5346, 0.6498], [-3.7797, 4.9551, -2.0886], [-0.9598, 2.1743, -5.0988], [3.1823, -3.0516, -0.3806], [0.0916, -3.4169, 2.6081], [-2.8905, 3.9147, 3.0142], [0.1402, 3.0743, -0.7202], [1.6425, -4.8551, 2.5872], [-0.3864, 1.8676, -4.2157], [-3.7555, 0.6998, -1.7159], [1.7603, 2.1102, 0.1275], [1.0392, -1.7429, -0.7159], [1.6614, -5.3307, 5.0364], [4.8326, -0.0714, -2.8364], [-1.0882, 0.2877, -3.4777], [0.6625, 1.7439, -4.5195], [0.9733, -1.1628, -3.6402], [-1.2838, 3.4861, 4.3464], [1.4221, -5.2527, -2.5388], [-0.0314, -1.1384, -4.0504], [4.8546, 1.2180, -2.3444], [-2.7441, -0.0474, -4.3003], [2.6064, -4.0083, -4.0127], [0.1067, -2.0743, 2.2258], [-1.1820, 0.4621, -1.7986], [5.7089, -0.4946, -3.3112], [0.2845, 2.0850, 5.6118], [0.5462, 4.0767, -0.8341], [2.8547, -2.7138, 2.7465], [-0.4961, -2.1029, -3.8594], [-2.1990, 4.6258, 2.5505], [1.5243, 1.7003, 2.4886], [0.6016, 2.4039, 1.7111], [-2.7525, 5.2446, 1.8506], [-0.4359, 2.6846, -3.4907], [-3.0571, -4.1383, 1.5268], [2.0811, -2.3682, 4.3113], [0.7802, 2.3017, 0.3117], [-4.1995, -2.1703, 0.6535], [-0.2495, -3.5836, -1.5944], [-5.0610, 2.8246, -1.8507], [-2.1675, -3.5452, 1.7154], [2.6908, -5.0308, -0.3687], [0.0759, -1.0423, -5.1407], [-3.3184, -0.8128, -3.7640], [0.9789, -1.4676, 2.4369], [0.3969, 2.1849, 4.5382], [-3.9827, 2.8420, -1.7473], [-1.1042, -5.1975, 2.5546], [-0.9464, -0.4385, 1.2936], [-0.3976, 3.1194, 2.4347], [2.5660, 0.9184, -1.6854], [-3.2591, 4.0300, -1.8492], [2.3584, 1.2342, 1.9703], [5.7440, 1.8310, -2.4096], [-0.9956, -1.4804, 1.6035], [-3.5533, -0.5834, 1.1279], [2.5808, -0.3494, -2.1266], [0.8129, -4.8239, 4.5685]],
  "mulliken_charge": [-0.11, -1.05, 0.32, -1.61, 0.35, -0.48, -0.14, 0.37, 0.21, 0.42, -0.19, 0.46, -0.56, 0.39, -0.19, 0.67, -0.12, 0.37, -0.73, -0.01, 0.96, -0.25, 0.74, 1.15, 0.34, -1.10, 0.35, 0.39, -0.26, -0.07, 0.42, -0.55, 0.11, -0.90, 0.40, -0.32, 0.54, 0.43, -0.94, 1.35, 0.33, 0.05, 0.41, 0.34, -0.92, -0.36, -1.44, -0.59, -0.22, -0.46, 0.44, 0.36, -0.11, 0.24, 0.29, -1.17, -0.87, 0.02, 0.25, 0.16, 0.31, 0.35, 0.67, 0.39, -0.46, 0.37, -1.18, -0.32, 0.40, 0.29, 0.59, -0.96, -1.05, 0.32, 0.73, 1.04, 0.49, -0.67, 0.38, 0.46, -0.46, 0.37, 0.48, -1.45],
  "e_above_lowest_kcal_mol": 16.3,
  "total_charge": -1,
  "fmax_ev_per_a": 0.79,
  "e_tot_ev": -174550.6727
}